Record 1
C4H5N3 | the ωB97M-V functional and the def2-TZVPD basis

The geometry in XYZ format:
```
12
Properties=species:S:1:pos:R:3:mulliken_charge:R:1
N 0.25977 1.10742 -1.32194 -0.58
C 0.15843 0.92957 0.08060 0.01
C 1.11990 0.12713 0.75688 -0.15
N 0.79785 -1.15214 0.81720 -0.42
C -0.42019 -1.50291 0.39479 -0.06
N -1.47535 -0.68838 0.50126 -0.43
C -1.17791 0.60230 0.42340 -0.08
H 1.23162 1.13786 -1.62109 0.28
H -0.03963 0.13719 -1.56767 0.33
H 2.09016 0.45978 1.12669 0.40
H -0.56291 -2.49550 -0.01836 0.33
H -1.98175 1.33767 0.42825 0.38
```

Calculated values
Energy above the lowest of the compared OMol25 structures with the same formula, charge and spin ... 3.692 eV
Structure (SMILES) ... Nc1cncnc1
Total energy ... -8696.12057 eV
E_LUMO (spin up / spin down) ... -0.3763 / -0.3746 eV
HOMO-LUMO gap (spin up / spin down) ... 8.062 / 8.063 eV
E_HOMO (spin up / spin down) ... -8.44 / -8.44 eV


Record 2
C4H5N3O | the ωB97M-V functional and the def2-TZVPD basis

The geometry in XYZ format:
```
13
Properties=species:S:1:pos:R:3:mulliken_charge:R:1
C -2.17423 -0.11490 -0.62628 0.09
C 0.06705 0.46506 0.26015 0.52
C 2.22080 0.63615 0.30272 -0.02
C 0.63568 -0.93101 0.14483 -0.27
H -3.14328 0.37830 -1.16721 0.27
H -1.57535 1.69387 0.05306 0.27
H 3.20257 1.17823 0.41847 0.35
H 0.41443 -1.58355 0.98647 0.27
H 0.41145 -1.58007 -0.75982 0.30
N -1.28464 0.75307 0.11523 -0.13
N 1.00925 1.33075 0.27691 -0.67
N 2.13885 -0.60412 0.22189 -0.50
O -2.10623 -1.34706 -0.53972 -0.48
```

Calculated values
Energy above the lowest of the compared OMol25 structures with the same formula, charge and spin ... 1.831 eV
Structure (SMILES) ... O=CNC1=NC=NC1
Total energy ... -10745.78341 eV
E_LUMO ... 0.3669 eV
HOMO-LUMO gap ... 10.162 eV
E_HOMO ... -9.80 eV


Record 3
C4H5N3O | the ωB97M-V functional and the def2-TZVPD basis

The geometry in XYZ format:
```
13
Properties=species:S:1:pos:R:3:mulliken_charge:R:1
C 1.23118 -0.92221 0.23998 0.35
C 0.70743 0.45278 0.53342 -0.61
C -0.47567 0.97920 0.18410 1.07
C -1.48438 0.35694 -0.66538 -0.05
H -0.36992 -1.56679 -0.92622 0.21
H 0.89027 -2.69006 -0.81521 0.30
H 1.32430 0.95797 1.33284 0.26
H -1.86970 2.35283 0.75155 0.25
H -0.22034 2.78900 1.22517 0.24
N 0.68640 -1.64701 -0.75742 -0.46
N -0.84138 2.26678 0.56590 -0.55
N -2.31428 -0.11480 -1.31394 -0.40
O 2.20736 -1.32224 0.90217 -0.61
```

Calculated values
Energy above the lowest of the compared OMol25 structures with the same formula, charge and spin ... 1.492 eV
Structure (SMILES) ... N#C/C(N)=C\C(N)=O
Total energy ... -10746.12228 eV
E_LUMO ... -0.0958 eV
HOMO-LUMO gap ... 9.419 eV
E_HOMO ... -9.52 eV


Record 4
C4H5N3O | the ωB97M-V functional and the def2-TZVPD basis

The geometry in XYZ format:
```
13
Properties=species:S:1:pos:R:3:mulliken_charge:R:1
C 2.71392 0.11721 -0.05661 -1.16
C 1.27191 -0.26170 -0.00737 0.67
C -0.78452 0.72059 -0.05510 0.34
C -1.37858 -0.65516 0.01790 0.45
H 3.24511 -0.82162 -0.26493 0.35
H 2.82916 0.89896 -0.87659 0.31
H 3.13099 0.42650 1.01250 0.30
H 0.94977 1.84554 0.60986 0.31
H -2.69343 1.01506 -0.18918 0.30
N 0.49315 0.95270 0.22676 -0.16
N -1.78782 1.62288 -0.16874 -0.72
N -2.14777 -1.48612 0.14396 -0.49
O 0.71239 -1.31453 -0.13732 -0.51
```

Calculated values
Energy above the lowest of the compared OMol25 structures with the same formula, charge and spin ... 2.784 eV
Structure (SMILES) ... [H]/N=C(\C#N)NC(C)=O
Total energy ... -10744.83075 eV
E_LUMO ... 0.2316 eV
HOMO-LUMO gap ... 10.224 eV
E_HOMO ... -9.99 eV


Record 5
C4H5N3O | the ωB97M-V functional and the def2-TZVPD basis

The geometry in XYZ format:
```
13
Properties=species:S:1:pos:R:3:mulliken_charge:R:1
C 2.10594 0.08825 0.10526 -0.81
C 0.65052 0.01293 -0.09418 0.43
C -1.32677 0.74844 -0.04427 0.42
C -1.38133 -0.88571 0.01782 0.31
H 2.45919 1.45548 -0.25836 0.29
H 2.47873 -1.00461 -0.61301 0.22
H 2.46632 0.05672 1.42655 0.25
H -3.27826 1.60586 0.10092 0.29
H 0.42768 -2.28384 -0.39168 0.35
N 0.02706 1.12499 0.11404 -0.46
N -2.12167 1.74775 -0.21355 -0.58
N -0.10472 -1.23597 -0.40148 -0.23
O -2.40269 -1.43030 0.25194 -0.50
```

Calculated values
Energy above the lowest of the compared OMol25 structures with the same formula, charge and spin ... 6.176 eV
Total energy ... -10741.43885 eV
E_LUMO ... -0.2927 eV
HOMO-LUMO gap ... 9.048 eV
E_HOMO ... -9.34 eV


Record 6
C4H5N3O | the ωB97M-V functional and the def2-TZVPD basis

The geometry in XYZ format:
```
13
Properties=species:S:1:pos:R:3:mulliken_charge:R:1
C 1.46351 0.66919 0.18903 -0.49
C -0.08069 -1.05526 0.24905 0.65
C -1.46289 0.78257 -0.03205 -0.66
C -0.14741 0.36027 0.16093 0.17
H 1.69818 0.94524 1.25895 0.26
H 1.59326 1.36012 -0.55483 0.33
H 3.00808 -0.57224 0.00906 0.32
H -3.15632 -0.51889 -0.65125 0.27
H -2.03544 1.71408 -0.41922 0.28
N 1.82956 -0.48777 -0.31565 -0.05
N 1.10399 -1.51151 -0.03934 -0.70
N -2.34945 -0.30802 0.01099 -0.08
O -1.46438 -1.37779 0.13433 -0.31
```

Calculated values
Energy above the lowest of the compared OMol25 structures with the same formula, charge and spin ... 8.201 eV
Structure (SMILES) ... C1=C2CNN=C2ON1
Total energy ... -10739.41369 eV
E_LUMO ... 0.7668 eV
HOMO-LUMO gap ... 7.838 eV
E_HOMO ... -7.07 eV


What is the formula in the sixth record? C4H5N3O


What did the second record say?
C4H5N3O | the ωB97M-V functional and the def2-TZVPD basis

The geometry in XYZ format:
```
13
Properties=species:S:1:pos:R:3:mulliken_charge:R:1
C -2.17423 -0.11490 -0.62628 0.09
C 0.06705 0.46506 0.26015 0.52
C 2.22080 0.63615 0.30272 -0.02
C 0.63568 -0.93101 0.14483 -0.27
H -3.14328 0.37830 -1.16721 0.27
H -1.57535 1.69387 0.05306 0.27
H 3.20257 1.17823 0.41847 0.35
H 0.41443 -1.58355 0.98647 0.27
H 0.41145 -1.58007 -0.75982 0.30
N -1.28464 0.75307 0.11523 -0.13
N 1.00925 1.33075 0.27691 -0.67
N 2.13885 -0.60412 0.22189 -0.50
O -2.10623 -1.34706 -0.53972 -0.48
```

Calculated values
Energy above the lowest of the compared OMol25 structures with the same formula, charge and spin ... 1.831 eV
Structure (SMILES) ... O=CNC1=NC=NC1
Total energy ... -10745.78341 eV
E_LUMO ... 0.3669 eV
HOMO-LUMO gap ... 10.162 eV
E_HOMO ... -9.80 eV


What is the formula in the fifth record? C4H5N3O


What is the energy above the lowest of the compared OMol25 structures with the same formula, charge and spin in the second record? 1.831 eV